1.
C33H24BrN6O7Re | the ωB97M-V functional and the def2-TZVPD basis

```
72
Properties=species:S:1:pos:R:3:mulliken_charge:R:1
Re 0.36 -0.39 -0.08 3.1913
O -0.78 0.32 3.68 -0.6041
C -0.99 0.63 2.54 -0.3357
O -0.03 0.48 1.60 -0.3638
C -2.27 1.29 2.08 -0.0113
C -2.01 2.61 1.31 -0.1528
C -3.29 3.45 1.33 -0.9732
C -4.18 2.67 0.33 -1.0928
C -3.23 1.54 -0.10 -0.1899
O -1.94 2.18 -0.06 -0.1283
C -3.12 0.50 1.03 0.3483
C -2.48 -0.80 0.62 -0.7937
O -2.77 -1.87 1.09 -0.6023
O -1.58 -0.66 -0.38 -0.4278
H -2.84 1.47 2.99 0.6555
H -1.10 3.13 1.59 0.6412
H -3.72 3.53 2.32 0.4390
H -3.08 4.46 0.96 0.3053
H -5.09 2.28 0.77 0.3905
H -4.45 3.28 -0.53 0.3404
H -3.40 1.12 -1.09 0.7082
H -4.10 0.25 1.45 0.6478
C -1.13 -0.63 -4.15 -0.5777
C -0.56 -0.98 -2.94 -0.1827
N -0.05 -0.04 -2.13 -0.3614
C -0.15 1.24 -2.53 0.0903
C -0.75 1.56 -3.74 0.1251
N -1.24 0.64 -4.54 -0.6058
C 0.51 2.17 -1.62 0.3297
C 0.74 3.52 -1.79 -0.9306
C 1.53 4.20 -0.87 0.8138
C 2.15 3.46 0.14 -1.0178
C 1.90 2.11 0.25 0.6164
N 1.01 1.51 -0.56 0.1395
C 2.63 1.14 1.07 0.3229
C 3.63 1.45 1.98 -0.1393
N 4.34 0.52 2.59 -0.5745
C 4.07 -0.74 2.28 -0.5384
C 3.07 -1.09 1.39 -0.0091
N 2.35 -0.15 0.78 -0.2694
C 1.76 5.65 -0.99 0.1890
C 1.92 6.26 -2.23 -0.5156
C 2.13 7.63 -2.27 -0.4555
N 2.17 8.40 -1.19 -0.5727
C 2.01 7.82 -0.01 -0.4419
C 1.81 6.46 0.14 -0.5671
H -1.52 -1.39 -4.80 0.4163
H -0.51 -2.01 -2.61 0.4163
H -0.83 2.60 -4.05 0.4206
H 0.29 4.04 -2.63 0.6908
H 2.87 3.94 0.79 0.7159
H 3.85 2.48 2.23 0.4181
H 4.66 -1.51 2.76 0.4264
H 2.84 -2.12 1.18 0.2726
H 1.92 5.68 -3.14 0.4721
H 2.28 8.13 -3.23 0.3840
H 2.04 8.47 0.85 0.3796
H 1.66 6.04 1.13 0.4752
Br 0.05 -7.51 2.34 -0.1436
C 0.78 -6.43 0.98 -0.2410
C 1.56 -7.01 -0.01 -0.3044
C 2.10 -6.23 -1.02 -0.8241
C 1.87 -4.87 -1.04 -0.4240
C 1.08 -4.30 -0.04 0.2768
C 0.53 -5.07 0.98 -0.2460
C 0.82 -2.86 -0.04 0.4523
O 1.23 -2.08 -0.98 -0.9516
O 0.19 -2.27 0.88 -0.9592
H 1.75 -8.08 0.02 0.4270
H 2.71 -6.69 -1.78 0.4273
H 2.28 -4.24 -1.82 0.5251
H -0.09 -4.61 1.74 0.6386
```

Calculated values
- expectation value of S² = 0.758
- M (u) = 882.70
- frontier orbital gap (alpha / beta) (eV) = 7.4 / 6.9
- total charge = +1
- energy (a.u.) = -4779.3682
- multiplicity = 2
- highest occupied orbital energy (alpha / beta) (eV) = -11.5 / -11.1

=====

2.
C33H24ClN3NiO5S3 | the ωB97M-V functional and the def2-TZVPD basis

```
70
Properties=species:S:1:pos:R:3:nbo_charge:R:1
Ni 1.85 0.00 -0.33 1.2158
C -4.53 -2.15 -5.88 -0.7291
C -4.41 -3.38 -6.73 0.4298
O -5.34 -3.81 -7.38 -0.5859
S -2.86 -4.28 -6.82 0.2162
C -1.77 -3.52 -5.64 -0.2726
C -1.05 -2.37 -5.97 -0.2073
C -0.32 -1.71 -5.00 -0.2155
C -0.29 -2.17 -3.67 -0.0718
C -0.93 -3.39 -3.39 -0.1644
C -1.67 -4.05 -4.36 -0.2247
C 0.34 -1.42 -2.65 -0.2185
C 0.77 -0.71 -1.76 -0.3627
H -5.07 -1.40 -6.46 0.2330
H -3.58 -1.75 -5.55 0.2486
H -5.13 -2.39 -5.00 0.2424
H -1.07 -2.00 -6.99 0.2092
H 0.23 -0.81 -5.25 0.2251
H -0.86 -3.81 -2.39 0.2142
H -2.19 -4.97 -4.13 0.2094
Cl 3.73 -0.11 -3.09 -0.1780
C 3.55 -0.55 -1.36 -0.8247
H 4.34 -0.01 -0.83 0.1878
H 3.74 -1.63 -1.31 0.1739
O 5.01 0.15 2.44 -0.6548
C 3.81 -0.04 2.57 0.7908
N 3.18 -0.08 3.81 -0.6609
C 1.78 -0.38 3.70 -0.0857
C 1.69 -0.48 2.16 0.6693
O 0.66 -0.76 1.52 -0.6992
N 2.87 -0.28 1.59 -0.7251
C 0.88 0.70 4.30 0.0891
C 1.26 1.33 5.48 -0.2286
C 0.43 2.27 6.08 -0.2200
C -0.79 2.59 5.51 -0.2294
C -1.17 1.97 4.33 -0.1808
C -0.34 1.03 3.73 -0.2340
C 1.39 -1.71 4.36 0.0975
C 2.20 -2.30 5.32 -0.2486
C 1.79 -3.46 5.97 -0.2069
C 0.58 -4.05 5.66 -0.2395
C -0.22 -3.48 4.68 -0.2123
C 0.18 -2.32 4.04 -0.2177
H 3.67 0.12 4.65 0.3949
H 2.21 1.11 5.95 0.1927
H 0.74 2.75 7.00 0.1965
H -1.43 3.33 5.97 0.2007
H -2.12 2.22 3.87 0.2140
H -0.63 0.57 2.80 0.2543
H 3.16 -1.87 5.56 0.2097
H 2.44 -3.90 6.73 0.1965
H 0.27 -4.95 6.17 0.1975
H -1.16 -3.94 4.42 0.2035
H -0.44 -1.90 3.25 0.2488
O -2.50 4.87 0.52 -0.9580
S -1.16 5.18 0.07 2.2807
O -0.73 6.54 0.29 -0.9593
N -0.06 4.10 0.63 -0.7593
C 0.45 3.40 -0.35 0.1157
S 1.73 2.31 -0.12 -0.3086
C -0.07 3.71 -1.70 -0.0291
C 0.25 3.12 -2.91 -0.1892
C -0.35 3.62 -4.06 -0.2022
C -1.25 4.68 -4.01 -0.2181
C -1.58 5.26 -2.79 -0.2064
C -0.99 4.75 -1.66 -0.3156
H 0.95 2.30 -2.95 0.2641
H -0.12 3.17 -5.02 0.2061
H -1.69 5.06 -4.92 0.1997
H -2.28 6.08 -2.72 0.2167
```

Calculated values
- expectation value of S² = 2.008
- M (u) = 732.92
- frontier orbital gap (alpha / beta) (eV) = 5.4 / 6.6
- total charge = -2
- energy (a.u.) = -4975.5238
- multiplicity = 3
- highest occupied orbital energy (alpha / beta) (eV) = -1.5 / -2.8

=====

3.
C33H25AuBrN3O2 | the ωB97M-V functional and the def2-TZVPD basis

```
65
Properties=species:S:1:pos:R:3:nbo_charge:R:1
Au 0.05 -1.77 -0.52 0.6192
C -3.54 -3.16 -2.77 -0.0856
O -3.93 -2.79 -1.40 -0.4377
C -2.82 -2.51 -0.76 0.5836
N -1.71 -2.65 -1.38 -0.5657
C -2.00 -3.03 -2.78 -0.1289
C -1.46 -2.01 -3.75 0.0229
C -0.93 -2.43 -4.96 -0.2246
C -0.48 -1.50 -5.89 -0.1817
C -0.54 -0.15 -5.59 -0.1942
C -1.06 0.28 -4.38 -0.1881
C -1.52 -0.65 -3.46 -0.2643
C -2.91 -2.07 0.65 0.1232
C -4.02 -2.35 1.44 -0.1504
C -3.96 -2.01 2.79 -0.1337
C -2.81 -1.39 3.29 -0.1623
C -1.79 -1.12 2.39 0.0875
N -1.84 -1.44 1.10 -0.4195
C -0.56 -0.43 2.87 0.7031
N 0.26 0.36 2.22 -0.3660
C 1.21 0.99 3.23 -0.0675
C 0.87 0.20 4.50 -0.0878
O -0.30 -0.60 4.13 -0.4008
C 2.67 0.98 2.87 -0.1288
C 3.30 2.20 2.60 -0.1797
C 4.65 2.24 2.32 -0.1977
C 5.39 1.06 2.32 -0.1712
C 4.78 -0.15 2.60 -0.2208
C 3.42 -0.19 2.88 -0.1538
H -4.03 -2.46 -3.44 0.2253
H -3.90 -4.17 -2.94 0.2247
H -1.53 -4.00 -2.96 0.2351
H -0.88 -3.49 -5.19 0.2240
H -0.08 -1.84 -6.83 0.2352
H -0.19 0.58 -6.32 0.2317
H -1.12 1.33 -4.15 0.2184
H -1.94 -0.31 -2.52 0.2041
H -4.88 -2.84 1.02 0.2660
H -4.79 -2.22 3.44 0.2590
H -2.74 -1.13 4.33 0.2602
H 0.88 2.03 3.30 0.2336
H 0.58 0.82 5.34 0.2406
H 1.65 -0.50 4.79 0.2314
H 2.72 3.11 2.61 0.2216
H 5.14 3.18 2.12 0.2382
H 6.45 1.10 2.11 0.2393
H 5.36 -1.06 2.61 0.2362
H 2.96 -1.15 3.10 0.2035
Br 2.29 -0.98 -0.06 0.2002
C 1.99 0.90 -0.34 -0.0899
C 2.91 1.47 -1.18 -0.2055
C 2.69 2.76 -1.70 -0.1714
C 1.49 3.37 -1.47 -0.1553
C 0.53 2.79 -0.60 -0.0656
C -0.72 3.44 -0.43 -0.1279
C -1.65 2.95 0.44 -0.2081
C -1.31 1.87 1.26 -0.2123
C -0.12 1.20 1.10 0.1895
C 0.81 1.57 0.08 -0.0549
H 3.78 0.91 -1.49 0.2487
H 3.43 3.20 -2.35 0.2476
H 1.25 4.31 -1.94 0.2401
H -0.90 4.34 -1.00 0.2404
H -2.61 3.44 0.56 0.2468
H -1.97 1.61 2.08 0.2207
```

Calculated values
- M (u) = 772.45
- frontier orbital gap (eV) = 7.3
- total charge = +2
- energy (a.u.) = -4296.4775
- highest occupied orbital energy (eV) = -13.9

=====

4.
C33H25BF2N6O2Tb | the ωB97M-V functional and the def2-TZVPD basis

```
70
Properties=species:S:1:pos:R:3:mulliken_charge:R:1
Tb 0.10 -0.29 -0.49 0.2756
C -0.16 1.52 2.68 -0.9375
N 0.26 0.16 2.31 -0.0464
C 1.63 -0.20 2.71 -0.8951
C 2.53 -0.45 1.54 0.5181
N 2.45 0.17 0.38 -0.4261
C 3.51 -0.29 -0.38 0.4140
C 3.95 0.08 -1.64 -0.7086
C 5.05 -0.58 -2.15 -0.7730
C 5.68 -1.61 -1.44 -0.4690
C 5.28 -1.96 -0.16 -1.1399
C 4.20 -1.27 0.36 0.8381
N 3.57 -1.32 1.58 0.0233
C -0.53 2.34 1.48 0.2138
N -0.06 2.12 0.27 0.0215
C -0.49 3.19 -0.50 0.4423
C -0.21 3.51 -1.83 -0.5833
C -0.75 4.68 -2.32 -0.7793
C -1.57 5.50 -1.53 -0.5059
C -1.85 5.20 -0.21 -1.0547
C -1.27 4.05 0.30 0.7629
N -1.27 3.47 1.55 -0.1129
H -1.01 1.50 3.38 0.4622
H 0.66 2.05 3.18 0.3595
H -0.38 -0.52 2.70 0.2790
H 2.07 0.61 3.31 0.3078
H 1.62 -1.10 3.34 0.4061
H 3.48 0.89 -2.18 0.6510
H 5.45 -0.31 -3.11 0.4258
H 6.51 -2.14 -1.89 0.4113
H 5.77 -2.74 0.40 0.4265
H 3.82 -1.92 2.35 0.2443
H 0.41 2.86 -2.42 0.4334
H -0.54 4.98 -3.33 0.4358
H -1.98 6.40 -1.96 0.4076
H -2.47 5.83 0.40 0.4272
H -1.73 3.84 2.37 0.2417
F 0.84 -0.11 -6.17 -0.3289
C -0.06 -0.01 -5.18 0.0319
C 0.37 0.06 -3.87 -0.3043
C -0.52 0.12 -2.79 0.1156
C -1.92 0.13 -3.11 -0.2238
C -2.31 0.12 -4.46 0.2032
F -3.60 0.20 -4.83 -0.3295
C -1.41 0.03 -5.50 -0.6468
C -2.89 0.13 -1.99 0.5373
C -4.28 0.08 -2.14 -0.9355
C -5.11 0.00 -1.04 -0.4720
C -4.55 0.02 0.23 -1.1000
C -3.18 0.12 0.32 0.0974
N -2.36 0.17 -0.74 0.4580
H 1.44 0.07 -3.69 0.6059
H -1.76 0.01 -6.52 0.5282
H -4.73 0.09 -3.12 0.6217
H -6.18 -0.06 -1.17 0.4554
H -5.16 -0.05 1.12 0.4712
H -2.69 0.19 1.29 0.2570
O -1.07 -3.52 -0.27 -0.5982
B 0.00 -2.66 0.08 0.7704
O 1.08 -3.52 0.43 -0.2387
C 0.67 -4.81 0.28 0.6632
C 1.37 -5.99 0.47 -1.0277
C 0.68 -7.17 0.21 -0.5631
C -0.64 -7.17 -0.22 -0.5079
C -1.34 -5.99 -0.40 -1.0455
C -0.66 -4.81 -0.15 0.7633
H 2.40 -5.99 0.79 0.4633
H 1.20 -8.11 0.34 0.3995
H -1.13 -8.11 -0.42 0.4009
H -2.37 -5.98 -0.74 0.4814
```

Calculated values
- expectation value of S² = 12.169
- M (u) = 745.34
- frontier orbital gap (alpha / beta) (eV) = 7.5 / 8.1
- total charge = +1
- energy (a.u.) = -2800.4723
- multiplicity = 7
- highest occupied orbital energy (alpha / beta) (eV) = -10.4 / -10.5

=====

5.
C33H25BrN7O3PS2Se2Tc | the ωB97M-V functional and the def2-TZVPD basis

```
75
Properties=species:S:1:pos:R:3:mulliken_charge:R:1
Tc 1.24 -1.36 0.83 0.6535
Se 0.39 1.66 3.67 -0.0283
P 1.41 2.41 1.78 0.9460
Se 2.45 0.88 0.55 -0.3192
C 0.17 3.29 0.79 1.2576
C -0.99 3.77 1.39 -0.7213
C -1.90 4.51 0.65 -0.7638
C -1.65 4.78 -0.69 -0.6018
C -0.50 4.29 -1.29 -0.9740
C 0.41 3.55 -0.56 -0.6009
C 2.66 3.61 2.26 1.1697
C 3.16 3.67 3.56 -0.3242
C 4.14 4.60 3.88 -0.7292
C 4.61 5.47 2.91 -0.5028
C 4.12 5.41 1.61 -0.7304
C 3.14 4.49 1.29 -0.5031
H -1.19 3.58 2.44 0.3022
H -2.79 4.90 1.12 0.4620
H -2.35 5.37 -1.26 0.4384
H -0.30 4.51 -2.34 0.4282
H 1.32 3.18 -1.03 0.5028
H 2.80 2.99 4.32 0.2811
H 4.52 4.65 4.89 0.4131
H 5.38 6.19 3.16 0.4107
H 4.48 6.09 0.86 0.4295
H 2.75 4.44 0.28 0.2510
Br -3.16 -2.50 -6.77 -0.1057
C -3.97 -2.37 -5.07 0.0845
C -4.94 -1.40 -4.83 -0.5064
C -5.51 -1.30 -3.58 -0.1846
C -5.07 -2.13 -2.55 0.1446
C -4.13 -3.14 -2.81 -0.1185
C -3.58 -3.26 -4.07 -0.6523
N -5.65 -1.97 -1.29 -0.5121
N -5.15 -2.34 -0.24 -0.1164
C -3.88 -2.39 0.20 -0.1236
C -3.51 -3.45 1.06 -0.4942
C -2.21 -3.68 1.41 -1.0931
C -1.19 -2.81 0.96 0.5302
O 0.05 -2.99 1.15 -0.4938
C -1.58 -1.61 0.25 0.7536
N -0.57 -0.76 -0.04 0.9186
C -0.85 0.35 -0.71 -1.2304
C -2.16 0.70 -1.06 -1.4194
C -3.20 -0.15 -0.76 -0.5533
C -2.91 -1.37 -0.13 0.5166
H -5.25 -0.74 -5.63 0.4613
H -6.28 -0.56 -3.38 0.5121
H -3.86 -3.85 -2.04 0.4728
H -2.87 -4.05 -4.28 0.4958
H -4.29 -4.14 1.38 0.4874
H -1.94 -4.53 2.02 0.5281
H -0.03 1.01 -0.95 1.2309
H -2.33 1.65 -1.55 0.5611
H -4.21 0.13 -0.98 0.6929
N 3.51 -1.14 3.73 -0.2946
C 3.83 -1.93 2.70 0.4742
N 3.11 -2.14 1.62 0.3200
C 3.78 -2.96 0.72 -0.1368
C 5.00 -3.39 1.13 -0.5094
S 5.35 -2.77 2.70 -0.1799
C 3.16 -3.20 -0.57 -0.0481
C 3.51 -4.09 -1.52 -0.5155
S 2.51 -3.89 -2.91 -0.1650
C 1.64 -2.64 -2.10 0.2256
N 2.08 -2.38 -0.89 0.3643
N 0.59 -2.03 -2.70 -0.2556
H 2.56 -0.78 3.81 0.2255
H 4.10 -1.12 4.54 0.2098
H 5.71 -4.00 0.60 0.4385
H 4.29 -4.83 -1.48 0.4718
H 0.49 -2.16 -3.70 0.3046
H 0.30 -1.13 -2.35 0.0095
O 0.27 -0.66 2.42 -0.3947
O 1.00 -0.02 3.47 -0.4778
```

Calculated values
- expectation value of S² = 3.831
- M (u) = 998.54
- frontier orbital gap (alpha / beta) (eV) = 6.5 / 5.5
- total charge = +2
- energy (a.u.) = -10476.4396
- multiplicity = 4
- highest occupied orbital energy (alpha / beta) (eV) = -12.7 / -12.8

=====

6.
C33H25Cl3N4O4PTa | the ωB97M-V functional and the def2-TZVPD basis

```
71
Properties=species:S:1:pos:R:3:mulliken_charge:R:1
Ta 0.86 -0.65 0.00 1.3792
C -1.24 3.29 -3.05 -0.5375
C -1.11 3.47 -1.68 -0.7068
C -0.18 2.75 -0.96 -0.4295
C 0.65 1.84 -1.61 -0.8759
C 0.53 1.67 -3.00 0.4289
C -0.41 2.38 -3.70 -0.9682
N 1.58 1.04 -0.90 0.3224
C 2.90 1.16 -1.20 1.0151
C 3.52 2.31 -1.73 -0.7465
C 4.88 2.30 -1.97 -0.6741
C 5.67 1.16 -1.75 -0.7198
C 5.11 0.02 -1.25 -0.6488
C 3.73 0.01 -0.96 0.7531
N 3.02 -1.05 -0.55 1.4753
N 3.50 -2.21 -0.40 -1.6177
C 2.59 -3.18 -0.12 -0.1707
C 3.01 -4.52 -0.13 -0.4635
C 2.07 -5.51 0.09 -0.3731
C 0.75 -5.15 0.33 -1.0137
C 0.42 -3.80 0.34 0.0473
N 1.30 -2.84 0.11 0.1412
H -1.96 3.85 -3.60 0.4735
H -1.74 4.19 -1.17 0.5196
H -0.05 2.93 0.10 0.6853
H 1.19 0.97 -3.50 0.6185
H -0.51 2.24 -4.77 0.4477
H 2.93 3.19 -1.91 0.5610
H 5.35 3.20 -2.35 0.4668
H 6.72 1.18 -1.99 0.4441
H 5.68 -0.88 -1.07 0.5173
H 4.05 -4.74 -0.32 0.5951
H 2.36 -6.55 0.06 0.4533
H 0.00 -5.89 0.51 0.5192
H -0.59 -3.48 0.55 0.4222
O 0.88 -2.19 2.74 -0.4156
C 0.96 -0.99 2.63 -0.0433
O 1.71 -0.47 1.67 -0.5641
C 0.07 0.03 3.25 -0.6327
P -0.92 0.53 1.74 1.3074
C -2.25 -0.70 1.56 0.6681
C -3.22 -0.37 0.61 -0.7280
C -4.18 -1.30 0.25 -0.9497
C -4.15 -2.58 0.80 -0.7458
C -3.19 -2.90 1.74 -0.6020
C -2.23 -1.97 2.13 -0.8362
C -1.69 2.10 2.28 1.1441
C -3.05 2.22 2.51 -0.6294
C -3.57 3.44 2.92 -0.7359
C -2.74 4.53 3.11 -0.6457
C -1.37 4.40 2.91 -0.9497
C -0.84 3.19 2.50 -0.4817
H 0.65 0.89 3.58 0.5135
H -0.54 -0.36 4.07 0.4878
H -3.22 0.61 0.16 0.6739
H -4.94 -1.04 -0.47 0.4839
H -4.87 -3.32 0.49 0.4658
H -3.18 -3.88 2.19 0.5321
H -1.50 -2.24 2.88 0.4041
H -3.71 1.37 2.38 0.4327
H -4.63 3.53 3.09 0.4636
H -3.15 5.47 3.42 0.4455
H -0.72 5.24 3.08 0.4514
H 0.23 3.09 2.36 0.4595
Cl -2.58 -0.36 -3.18 -0.0474
C -1.40 -1.68 -3.18 1.2390
Cl -2.18 -3.23 -2.78 -0.0805
Cl -0.53 -1.76 -4.70 -0.0662
C -0.44 -1.41 -2.05 -0.6366
O 0.78 -1.36 -2.23 -0.4149
O -0.89 -1.22 -0.89 -0.3073
```

Calculated values
- M (u) = 859.87
- frontier orbital gap (eV) = 6.2
- total charge = +2
- energy (a.u.) = -3571.0728
- highest occupied orbital energy (eV) = -13.9

=====

7.
C33H25N4Sn | the ωB97M-V functional and the def2-TZVPD basis

```
63
Properties=species:S:1:pos:R:3:nbo_charge:R:1
Sn 1.43 -1.67 1.01 1.7812
C -0.20 1.67 5.21 -0.2659
C 0.57 1.97 4.09 -0.2129
C 0.43 1.24 2.92 -0.2037
C -0.47 0.18 2.84 0.1661
C -1.26 -0.11 3.97 -0.2566
C -1.12 0.62 5.13 -0.1962
N -0.51 -0.62 1.71 -0.7022
C -1.63 -1.02 1.09 0.1837
C -2.89 -0.39 1.22 -0.2872
C -3.99 -0.83 0.52 -0.2072
C -3.89 -1.92 -0.35 -0.2818
C -2.68 -2.56 -0.52 -0.2286
C -1.54 -2.12 0.18 0.1248
N -0.33 -2.72 0.08 -0.3753
N -0.19 -3.82 -0.62 -0.3501
C 1.07 -4.28 -0.70 0.3353
C 1.30 -5.56 -1.26 -0.2500
C 2.57 -6.04 -1.33 -0.1717
C 3.65 -5.26 -0.86 -0.3329
C 3.36 -4.03 -0.33 0.0807
N 2.12 -3.53 -0.25 -0.5692
H -0.09 2.23 6.13 0.1983
H 1.27 2.79 4.13 0.2024
H 1.03 1.47 2.05 0.2122
H -1.95 -0.94 3.92 0.2150
H -1.71 0.36 6.00 0.1976
H -2.96 0.45 1.90 0.2130
H -4.94 -0.33 0.64 0.1963
H -4.77 -2.26 -0.89 0.1971
H -2.57 -3.41 -1.18 0.2223
H 0.44 -6.12 -1.59 0.2198
H 2.76 -7.03 -1.74 0.2039
H 4.67 -5.61 -0.91 0.2111
H 4.14 -3.38 0.06 0.2132
C 1.67 -0.18 -0.49 -0.3851
C 1.10 0.78 -1.00 -0.1006
C 0.53 1.90 -1.60 -0.0790
C -0.24 1.72 -2.82 0.0232
C -0.44 2.77 -3.74 -0.2313
C -1.16 2.56 -4.90 -0.2107
C -1.70 1.31 -5.19 -0.2289
C -1.49 0.26 -4.31 -0.1982
C -0.76 0.46 -3.15 -0.2032
C 0.70 3.19 -0.94 -0.0686
C 1.88 3.47 -0.24 -0.1321
C 2.06 4.68 0.41 -0.2322
C 1.05 5.64 0.40 -0.2198
C -0.14 5.37 -0.27 -0.2184
C -0.31 4.16 -0.93 -0.1919
H 0.00 3.73 -3.55 0.2152
H -1.30 3.38 -5.60 0.2024
H -2.27 1.16 -6.10 0.2036
H -1.89 -0.72 -4.53 0.2121
H -0.60 -0.36 -2.46 0.2377
H 2.67 2.73 -0.22 0.2200
H 2.98 4.87 0.95 0.2091
H 1.18 6.59 0.91 0.2050
H -0.94 6.09 -0.26 0.2063
H -1.26 3.94 -1.40 0.2183
C 2.71 -2.07 2.62 -1.3016
H 2.16 -1.70 3.50 0.1866
H 2.70 -3.16 2.68 0.1794
```

Calculated values
- M (u) = 596.30
- frontier orbital gap (alpha / beta) (eV) = 5.8 / 4.6
- total charge = -1
- energy (a.u.) = -1705.7511
- highest occupied orbital energy (alpha / beta) (eV) = -3.8 / -3.3